Arrangement w

A cluster of 9 separate species, H17O9 in total, computed with ωB97M-V/def2-TZVPD.

HOMO ... -6.842 eV
Lowest unoccupied orbital energy ... 3.07 eV
Total charge ... -1
Gap between HOMO and LUMO ... 9.92 eV

Last column: Löwdin charge in e.
Geometry (Å):
O -0.26 -0.20 -0.18  -0.422
H 0.37 0.13 0.51  0.016
O 0.65 2.52 0.43  -0.075
H 1.20 3.13 -0.18  0.114
H 0.37 1.82 -0.18  0.023
O 2.37 2.02 2.32  -0.030
H 2.88 2.67 2.69  -0.026
H 1.90 2.14 1.51  -0.050
O -1.10 -2.56 -0.69  -0.198
H -2.02 -3.02 -0.31  0.138
H -0.69 -1.65 -0.53  -0.057
O 1.64 -0.98 -2.08  -0.068
H 1.22 -0.45 -1.45  -0.065
H 0.86 -1.61 -2.05  0.044
O -1.35 -0.16 2.34  -0.073
H -0.91 -0.47 1.51  -0.002
H -2.22 -0.51 2.23  0.010
O 1.60 -2.14 1.00  -0.114
H 2.45 -1.77 1.24  0.019
H 0.97 -1.47 0.52  0.025
O -1.42 -0.20 -2.61  -0.114
H -1.07 -0.38 -1.67  -0.012
H -1.01 -0.85 -3.21  0.029
O -2.49 1.40 -0.17  0.018
H -1.85 0.80 -0.12  -0.104
H -2.09 1.79 -0.87  -0.026

Arrangement x

A cluster of 9 separate species, H17O9 in total, computed with ωB97M-V/def2-TZVPD.

HOMO ... -6.666 eV
Lowest unoccupied orbital energy ... 3.46 eV
Total charge ... -1
Gap between HOMO and LUMO ... 10.12 eV

Last column: Löwdin charge in e.
Geometry (Å):
O -0.27 -0.13 -0.21  -0.417
H 0.06 0.38 0.55  -0.040
O 0.24 -2.51 -0.84  -0.103
H 1.20 -2.72 -0.87  0.052
H 0.09 -1.57 -0.65  -0.075
O -2.59 -0.84 -1.23  -0.069
H -1.67 -0.70 -0.92  -0.030
H -2.73 -1.73 -1.48  0.009
O -0.57 2.57 0.10  -0.037
H -0.69 1.65 -0.19  0.022
H -0.13 3.01 -0.61  0.048
O 0.87 1.44 1.98  -0.053
H 0.37 0.81 2.45  -0.022
H 0.24 1.84 1.37  -0.024
O 1.53 -1.45 1.58  -0.051
H 0.80 -1.15 1.06  -0.046
H 2.18 -0.74 1.53  0.036
O 2.20 0.99 -1.02  -0.047
H 1.39 0.68 -0.64  -0.041
H 2.23 1.95 -0.92  0.030
O -1.27 -0.46 2.34  -0.033
H -0.86 -1.06 2.96  0.051
H -1.01 -0.63 1.46  -0.032
O -0.25 0.23 -2.80  -0.093
H -1.13 0.04 -3.16  0.024
H -0.24 0.09 -1.84  -0.059

Most stable structure - arrangement x; separation to the second - 2.154 eV.

Arrangement w

A structure of composition C3H3Br2F, computed with ωB97M-V/def2-TZVPD.

HOMO (alpha / beta) ... -8.119 / -8.577 eV
Lowest unoccupied orbital energy (alpha / beta) ... -0.85 / 0.06 eV
Total charge ... 0
Gap between HOMO and LUMO (alpha / beta) ... 7.27 / 8.64 eV

Last column: Löwdin charge in e.
Geometry (Å):
C 0.40 -0.07 -0.51  -0.307
C 1.09 -0.04 0.77  -0.183
C -1.23 0.18 -0.64  -1.153
F 1.43 -1.17 1.32  0.047
Br -2.35 -1.29 -0.28  0.632
Br -1.83 1.74 0.18  0.640
H 0.70 0.75 -1.28  0.132
H 0.45 -1.03 -0.90  0.055
H 1.33 0.92 1.35  0.136

Arrangement x

A structure of composition C3H3Br2F, computed with ωB97M-V/def2-TZVPD.

HOMO ... -9.027 eV
Lowest unoccupied orbital energy ... 0.53 eV
Total charge ... 0
Gap between HOMO and LUMO ... 9.56 eV

Last column: Löwdin charge in e.
Geometry (Å):
C -0.31 -0.27 -0.47  -0.255
C -0.18 -0.41 1.06  -0.178
C -1.66 0.06 0.03  -1.237
F -0.14 -1.67 1.62  -0.035
Br -2.84 -1.38 -0.17  0.726
Br -2.44 1.77 0.15  0.686
H 0.15 0.49 -1.05  0.096
H -0.28 -1.18 -0.98  0.070
H 0.53 0.13 1.67  0.127

Most stable structure - arrangement x; separation to the second - 1.401 eV.

Arrangement w

A structure of composition C7H12N2O, computed with ωB97M-V/def2-TZVPD.

HOMO (alpha / beta) ... -8.684 / -7.817 eV
Lowest unoccupied orbital energy (alpha / beta) ... -0.15 / 0.34 eV
Total charge ... 0
Gap between HOMO and LUMO (alpha / beta) ... 8.53 / 8.15 eV

Last column: Löwdin charge in e.
Geometry (Å):
C -2.97 -0.45 -0.73  -0.181
C -1.65 -0.37 -0.91  -0.072
C -2.28 0.35 1.03  -0.209
C 1.91 -1.50 2.04  0.110
C 0.99 1.47 -1.41  -0.027
C 0.14 0.43 0.59  -0.008
C 1.24 0.38 -0.39  -0.464
N -3.37 -0.13 0.52  0.081
N -1.21 0.20 0.27  -0.089
O 1.61 -0.90 -0.86  -0.070
H -3.61 -0.85 -1.47  0.093
H -1.10 -0.28 -1.85  0.123
H -2.17 0.96 2.03  0.169
H 1.39 -1.77 2.91  -0.013
H 2.08 -2.15 1.24  -0.022
H 2.48 -0.63 2.12  -0.028
H 1.10 1.11 -2.44  0.091
H 1.51 2.32 -1.40  0.037
H -0.09 1.62 -1.34  0.075
H 0.23 0.46 1.69  0.109
H 2.16 0.71 0.23  0.152
H 1.62 -0.98 -1.88  0.142

Arrangement x

A cluster of 2 separate species, C7H12N2O in total, computed with ωB97M-V/def2-TZVPD.

HOMO ... -7.900 eV
Lowest unoccupied orbital energy ... 0.75 eV
Total charge ... 0
Gap between HOMO and LUMO ... 8.65 eV

Last column: Löwdin charge in e.
Geometry (Å):
C 2.03 0.03 0.92  -0.221
C 1.94 0.88 -0.07  -0.234
C -0.96 1.16 -1.07  -0.015
C 0.02 0.06 -1.06  -0.428
C -1.15 -0.03 -0.11  -0.367
C -0.98 0.15 1.43  -0.004
C -2.12 -1.12 -0.59  -0.012
N 2.06 -1.38 0.75  0.029
N 2.17 1.82 -0.84  0.191
O 0.82 -0.55 -1.70  0.084
H 1.95 0.47 2.01  0.161
H -0.81 2.23 -0.91  0.116
H -1.41 1.05 -2.05  0.119
H -1.89 -0.15 1.96  0.089
H -0.77 1.15 1.72  0.069
H -0.19 -0.49 1.63  0.024
H -1.70 -1.99 -0.15  0.087
H -2.29 -1.29 -1.63  0.078
H -3.06 -0.87 -0.16  0.068
H 2.82 -1.84 1.34  0.115
H 1.41 2.23 -1.19  -0.008
H 2.11 -1.51 -0.25  0.060

Most stable structure - arrangement x; separation to the second - 0.493 eV.

Arrangement w

A cluster of 2 separate species, C3H9N3O2 in total, computed with ωB97M-V/def2-TZVPD.

HOMO ... -9.774 eV
Lowest unoccupied orbital energy ... 0.77 eV
Total charge ... 0
Gap between HOMO and LUMO ... 10.54 eV

Last column: Löwdin charge in e.
Geometry (Å):
C -1.02 0.32 1.74  -0.015
C 0.30 -0.36 1.47  -0.621
N 0.26 -1.72 1.47  0.145
O 1.32 0.25 1.23  0.030
H -1.38 0.02 2.72  0.079
H -1.77 0.05 1.01  0.075
H -0.87 1.39 1.73  0.085
H 1.12 -2.22 1.38  0.102
H -0.55 -2.21 1.81  0.093
N 1.11 1.42 -2.08  0.141
C -0.09 0.82 -1.73  -0.679
N -0.04 -0.56 -1.69  0.144
O -1.11 1.44 -1.49  0.034
H 1.11 2.41 -1.88  0.100
H 1.93 0.96 -1.72  0.092
H 0.63 -1.02 -2.29  0.095
H -0.95 -0.98 -1.68  0.100

Arrangement x

A cluster of 2 separate species, C3H9N3O2 in total, computed with ωB97M-V/def2-TZVPD.

HOMO ... -8.775 eV
Lowest unoccupied orbital energy ... 0.93 eV
Total charge ... 0
Gap between HOMO and LUMO ... 9.70 eV

Last column: Löwdin charge in e.
Geometry (Å):
C 0.25 -1.89 -0.04  -0.158
C -1.06 0.06 -0.34  -0.637
N -1.77 -0.03 0.80  0.147
N -1.53 1.06 -1.12  0.115
N -0.08 -0.67 -0.76  -0.005
H -1.61 1.93 -0.60  0.097
H -2.74 0.25 0.69  0.105
H -1.65 -0.88 1.34  0.083
H -0.90 1.20 -1.91  0.098
H -0.41 -2.71 -0.34  0.074
H 0.23 -1.77 1.04  0.058
H 1.27 -2.18 -0.31  0.068
C 1.77 1.02 0.66  -0.379
O 2.67 0.75 -0.32  0.052
O 1.10 2.05 0.65  0.015
H 2.52 1.45 -0.98  0.124
H 1.93 0.37 1.54  0.142

Most stable structure - arrangement w; separation to the second - 1.596 eV.